# 1
79
Properties=species:S:1:pos:R:3:lowdin_charge:R:1 method="wB97M-V/def2-TZVPD" total_charge=-1 e_above_lowest_kcal_mol=4.91 max_force_ev_per_a=1.0 total_energy_ha=-11671.76612
Ta -3.29234 0.86419 0.78261 1.088
Se 3.39409 -2.00449 0.06051 0.375
P 2.84912 0.02896 0.09854 0.555
C 3.43952 0.88686 1.57510 -0.372
C 4.25703 0.21884 2.47875 -0.115
C 4.74230 0.88526 3.59788 -0.082
C 4.41375 2.21753 3.81143 -0.080
C 3.59995 2.88942 2.90708 -0.092
C 3.11106 2.22818 1.78749 -0.142
C 3.54020 0.93908 -1.31831 -0.344
C 4.59512 1.82802 -1.17075 -0.068
C 5.14038 2.46097 -2.28766 -0.077
C 4.63039 2.20627 -3.54978 -0.089
C 3.57684 1.30676 -3.70134 -0.081
C 3.03917 0.67465 -2.59298 -0.093
C 1.08217 0.44224 0.03574 -0.403
C -0.13138 -0.16789 0.27268 -0.451
N -1.07178 0.80388 0.16633 -0.258
N -0.46457 1.95620 -0.14610 -0.056
N 0.81848 1.74840 -0.25710 0.020
P -0.74206 -1.82511 0.50462 0.660
Se -2.74758 -1.78118 -0.24691 0.489
C 0.19944 -2.98919 -0.48419 -0.404
C 0.51217 -4.23917 0.03194 -0.093
C 1.17653 -5.16509 -0.76508 -0.076
C 1.52331 -4.83777 -2.06887 -0.081
C 1.20411 -3.58527 -2.58527 -0.086
C 0.54423 -2.66284 -1.79498 -0.133
C -0.60038 -2.31537 2.21757 -0.405
C 0.57362 -2.04384 2.91769 -0.071
C 0.66835 -2.40359 4.25567 -0.056
C -0.39920 -3.03424 4.88497 -0.069
C -1.56515 -3.30910 4.18237 -0.077
C -1.66994 -2.94611 2.84643 -0.155
H 4.49949 -0.81972 2.29700 0.043
H 5.37476 0.36111 4.30258 0.099
H 4.78162 2.73172 4.69234 0.102
H 3.31449 3.92055 3.08438 0.109
H 2.45994 2.74781 1.09242 0.092
H 4.99419 2.03521 -0.18552 0.104
H 5.96146 3.15714 -2.16340 0.102
H 5.04726 2.70723 -4.41649 0.100
H 3.17728 1.10092 -4.68680 0.100
H 2.22713 -0.03477 -2.71233 0.095
H 0.25483 -4.48588 1.05695 0.110
H 1.42981 -6.13953 -0.36151 0.106
H 2.05463 -5.55657 -2.68358 0.104
H 1.48871 -3.32430 -3.59778 0.107
H 0.31652 -1.68067 -2.18389 0.079
H 1.40943 -1.54572 2.43649 0.075
H 1.57236 -2.17452 4.80746 0.109
H -0.32774 -3.29972 5.93406 0.104
H -2.40338 -3.78288 4.67893 0.107
H -2.58684 -3.12325 2.29757 0.074
S -2.91008 3.09305 4.93260 -0.086
As -1.92004 2.23085 3.32529 -0.436
S -2.77756 0.12535 2.93605 0.142
S -2.79481 3.08509 1.42200 0.168
S 0.15471 1.99158 3.33359 -0.018
C -1.38478 0.34044 -2.85738 -0.010
C -2.65930 1.08152 -2.67231 -0.303
N -3.35636 1.30321 -1.55691 0.047
C -4.49608 1.98228 -1.94389 -0.122
C -4.49523 2.17607 -3.28065 -0.067
N -3.33226 1.60226 -3.71161 0.185
C -5.38215 2.82393 -4.28050 -0.483
O -6.51385 3.32734 -3.84594 0.136
O -5.02604 2.84962 -5.43964 0.091
C -5.45408 2.38118 -0.90992 -0.556
O -6.51256 2.93585 -1.22445 0.066
O -5.06519 2.11785 0.27418 -0.235
H -0.66594 0.63147 -2.10154 0.043
H -0.96150 0.54971 -3.84271 0.093
H -1.57677 -0.72936 -2.77097 0.047
H -3.05224 1.61358 -4.67954 0.172
H -6.59473 3.21936 -2.83503 0.087
S -7.29162 -1.64649 0.16789 0.605
C -5.96050 -0.86242 0.56658 -0.928
N -4.96394 -0.29287 0.85990 -0.240

# 2
69
Properties=species:S:1:pos:R:3:lowdin_charge:R:1 method="wB97M-V/def2-TZVPD" total_charge=-1 e_above_lowest_kcal_mol=16.11 max_force_ev_per_a=5.2 total_energy_ha=-2269.63199
Cs 2.40653 1.15900 1.51300 1.018
N 5.45532 0.63341 5.50058 0.142
C 4.42706 0.69290 6.38538 -0.211
C 4.20743 0.36395 7.67804 -0.045
C 2.88720 0.35359 8.18423 -0.084
C 1.79790 0.89181 7.43570 -0.051
C 2.08144 1.31634 6.09274 -0.004
C 3.34849 1.19673 5.58992 -0.238
N 3.76120 1.42059 4.28514 0.090
C 5.04533 1.05071 4.26255 -0.265
C 5.92692 0.92821 3.09566 -0.286
C 7.30811 0.55008 3.20091 -0.316
S 7.91885 0.25510 1.57131 0.999
C 6.35191 0.58606 0.93147 -0.443
N 5.41637 0.91300 1.80066 -0.051
H 6.31536 0.08898 5.69136 0.170
H 5.01577 0.07148 8.33025 0.102
H 2.83405 -0.03943 9.18411 0.088
H 0.80951 0.81175 7.90812 0.102
H 1.35563 1.91440 5.53265 0.120
H 7.80079 0.17946 4.10598 0.062
H 6.16608 0.56747 -0.13941 0.089
C -6.75619 -2.61288 -6.94054 -0.071
O -5.55640 -2.14306 -7.61943 -0.115
C -4.76061 -1.22391 -6.93606 -0.272
C -3.67204 -0.70865 -7.64693 -0.042
C -2.62204 -0.17091 -6.95815 -0.018
C -2.58036 -0.28060 -5.51375 -0.283
C -3.75618 -0.47832 -4.81883 -0.050
C -4.80422 -1.01402 -5.52688 -0.036
N -1.34111 -0.55200 -4.98823 0.030
N -1.40141 -1.03631 -3.79732 0.056
C -0.24659 -1.29085 -3.17652 -0.256
C 1.01594 -0.85029 -3.68316 -0.033
C 2.10676 -0.60535 -2.91430 -0.050
C 2.09319 -0.72486 -1.48530 -0.351
O 3.12560 -0.42451 -0.73778 -0.287
C 0.85743 -1.40191 -0.95659 -0.195
N 0.71312 -1.52461 0.34136 0.083
C -0.40813 -1.99670 0.88440 -0.159
C -1.53171 -2.29447 0.17932 -0.064
C -1.44434 -2.13227 -1.20779 0.005
C -0.23403 -1.65785 -1.76894 -0.106
H -6.58775 -3.58628 -6.49768 0.083
H -7.50054 -2.68118 -7.69794 0.066
H -7.10998 -1.89611 -6.14347 0.089
H -3.72307 -0.83815 -8.72418 0.112
H -1.79922 0.21289 -7.46456 0.079
H -3.81273 -0.42267 -3.73616 0.105
H -5.68988 -1.37824 -4.97128 0.097
H 0.95905 -0.50608 -4.73968 0.107
H 3.08110 -0.36077 -3.37066 0.107
H -0.42710 -2.13264 1.94481 0.094
H -2.43369 -2.67111 0.67847 0.109
H -2.32747 -2.32372 -1.85083 0.114
F -4.58054 0.08325 2.15719 0.032
C -3.60360 0.86356 1.80835 -0.376
C -3.36077 1.23845 0.43625 -0.066
C -2.25505 1.97938 0.08712 -0.076
C -1.41515 2.51780 1.16100 -0.381
C -0.21408 3.25022 0.98602 -0.212
C -1.80071 2.28388 2.49993 -0.128
C -2.91431 1.55173 2.84065 -0.063
H -4.00847 0.65903 -0.30687 0.115
H -2.00079 2.23465 -0.92060 0.086
H 0.18636 3.86950 1.75686 -0.024
H 0.27973 3.24727 0.04956 -0.031
H -1.15346 2.71074 3.30866 0.101
H -3.22181 1.31337 3.84010 0.088

# 3
80
Properties=species:S:1:pos:R:3:mulliken_spin:R:1 method="wB97M-V/def2-TZVPD" total_charge=-1 e_above_lowest_kcal_mol=7.38 max_force_ev_per_a=0.7 s2=0.757 total_energy_ha=-5468.12259 spin_multiplicity=2
Ru 0.67232 -0.03154 -0.00869 0.957
F 4.72426 1.65813 6.25502 0.000
C 3.77690 1.32782 5.36441 0.000
C 3.99529 1.48645 4.01174 0.000
F 5.16795 1.97583 3.58898 0.000
C 3.01165 1.14900 3.09623 0.003
F 3.29602 1.32821 1.80773 -0.001
C 1.77384 0.63701 3.47971 0.009
S 0.45654 0.18396 2.42254 -0.040
C 1.59488 0.49289 4.85955 0.002
F 0.43669 0.00783 5.33570 0.000
C 2.56221 0.82549 5.78637 0.000
F 2.33048 0.66261 7.09910 0.000
O -0.18815 3.60702 0.92037 -0.003
C -0.03532 2.83045 0.00190 0.002
O 0.95935 1.99542 -0.14873 0.001
C -0.95132 2.89617 -1.21476 -0.011
C -1.73595 4.03736 -1.34256 -0.002
C -2.48169 4.27537 -2.48454 0.000
C -2.41949 3.37090 -3.53453 -0.001
C -1.64413 2.22965 -3.40962 0.002
C -0.93557 1.94886 -2.23876 0.015
P 0.04753 0.39087 -2.24142 -0.001
C -1.04193 -0.91851 -2.90895 -0.013
C -2.39682 -0.78360 -3.19634 -0.001
C -3.13777 -1.87855 -3.61892 0.000
C -2.53917 -3.12211 -3.75177 0.000
C -1.19444 -3.27107 -3.44493 0.000
C -0.45471 -2.17986 -3.01592 0.004
C 1.10679 0.83106 -3.66319 0.003
C 1.09152 0.14961 -4.87453 0.000
C 1.89114 0.58060 -5.92370 0.000
C 2.70771 1.69146 -5.76809 0.000
C 2.71715 2.37984 -4.56308 0.000
C 1.91413 1.95710 -3.51597 -0.003
H -1.71616 4.74114 -0.52047 0.000
H -3.08038 5.17368 -2.56863 0.000
H -2.96135 3.55374 -4.45415 0.000
H -1.58181 1.54760 -4.24902 0.000
H -2.89804 0.16221 -3.04970 0.000
H -4.19451 -1.75797 -3.82142 0.000
H -3.12295 -3.97610 -4.07207 0.000
H -0.71908 -4.24104 -3.51451 0.000
H 0.58737 -2.31750 -2.75348 0.000
H 0.46608 -0.72424 -5.00031 0.000
H 1.87878 0.04097 -6.86247 0.000
H 3.33796 2.01980 -6.58540 0.000
H 3.35440 3.24497 -4.43235 0.000
H 1.91952 2.49287 -2.57512 0.000
C -2.72809 2.00792 2.27178 0.002
N -2.90234 0.58567 2.50578 0.001
C -3.43088 0.01894 3.64329 0.000
C -3.36848 -1.31980 3.47252 0.000
N -2.79703 -1.57359 2.24667 -0.001
B -2.36531 -2.99190 1.72789 -0.003
N -0.90269 -3.19240 2.28642 -0.003
C -0.72109 -3.56770 3.59838 0.001
C 0.59417 -3.50081 3.88217 0.000
N 1.21946 -3.09558 2.73091 -0.001
C 2.63943 -2.84957 2.61269 0.003
C 0.29918 -2.89243 1.76601 0.016
S 0.69107 -2.41226 0.11982 0.047
C -2.50522 -0.39720 1.67277 0.016
S -1.88332 -0.19882 0.08061 0.023
H -3.51653 2.54607 2.79565 0.000
H -2.80073 2.19793 1.20329 -0.001
H -1.74637 2.33052 2.61020 -0.001
H -3.79393 0.61918 4.45782 0.000
H -3.68046 -2.11858 4.12082 0.000
H -2.40594 -3.06388 0.53375 0.001
H -3.06282 -3.80426 2.30111 0.000
H -1.55516 -3.84773 4.21504 0.000
H 1.14367 -3.69697 4.78517 0.000
H 3.12713 -3.24454 3.50178 0.000
H 2.82532 -1.78046 2.52944 -0.004
H 3.02698 -3.33841 1.72540 0.000
Cl 4.36776 -1.48358 0.31673 -0.003
Si 2.86266 -0.46038 -0.74526 -0.016
Cl 3.91347 1.32687 -1.10477 0.002
Cl 3.10834 -1.48413 -2.56512 -0.003